Below is a molecular structure, C34H45BrIrN5O3PS2, with properties calculated with wB97M-V/def2-TZVPD.

CARTESIAN COORDINATES (ANGSTROEM)
1 Ir 0.52941 0.44359 0.24071
2 N 1.25445 -3.78187 0.09308
3 C 1.23284 -2.49749 -0.23178
4 N 0.66724 -1.58172 0.50299
5 C 0.04825 -1.92628 1.71103
6 N -0.48339 -1.03167 2.48409
7 N -0.34751 0.23434 1.95599
8 C -0.71651 1.28988 2.57835
9 C -0.51996 2.54242 1.83712
10 C -0.92045 3.77116 2.31113
11 C -0.73112 4.89383 1.51343
12 C -0.15280 4.74279 0.26891
13 C 0.22883 3.47475 -0.15178
14 N 0.06293 2.40445 0.61529
15 C 0.01817 -3.32751 2.08629
16 C -0.61665 -3.77536 3.25143
17 C -0.62253 -5.11481 3.55708
18 C 0.00307 -6.03444 2.70541
19 C 0.62992 -5.61351 1.55464
20 C 0.63496 -4.25428 1.25087
21 H 1.72377 -4.43392 -0.51653
22 H 1.72714 -2.19809 -1.14716
23 H -1.14111 1.23653 3.57342
24 H -1.37993 3.84370 3.28778
25 H -1.04638 5.86933 1.85755
26 H 0.00318 5.58846 -0.38513
27 H 0.68091 3.30873 -1.11954
28 H -1.09774 -3.05067 3.89408
29 H -1.11496 -5.46131 4.45511
30 H -0.00710 -7.08796 2.94938
31 H 1.10899 -6.32240 0.89033
32 C -1.82783 1.05424 -7.22556
33 C -0.91701 -0.05172 -6.67263
34 C -1.45873 -1.42104 -7.10712
35 C 0.47965 0.12709 -7.26687
36 C -0.90184 0.02761 -5.14743
37 C 0.24263 0.26530 -4.41681
38 C 0.13511 0.32193 -3.03391
39 Br 1.71026 0.65666 -2.00437
40 C -1.02568 0.15977 -2.29601
41 O -1.06917 0.21972 -0.96640
42 C -2.20741 -0.07941 -3.04823
43 C -2.09643 -0.13522 -4.42689
44 C -3.55990 -0.26853 -2.34576
45 C -3.49365 -1.49056 -1.41368
46 C -3.90319 0.99110 -1.53192
47 C -4.69508 -0.50160 -3.34156
48 H -1.80884 1.04437 -8.31754
49 H -1.49262 2.03704 -6.88777
50 H -2.86281 0.91934 -6.90746
51 H -1.43687 -1.50268 -8.19596
52 H -2.48939 -1.57033 -6.78209
53 H -0.84988 -2.22784 -6.69330
54 H 0.42396 0.05117 -8.35341
55 H 1.16810 -0.64524 -6.91585
56 H 0.89819 1.10682 -7.02532
57 H 1.20510 0.40775 -4.88927
58 H -2.99767 -0.31618 -4.99518
59 H -2.72543 -1.36218 -0.65357
60 H -3.27765 -2.39638 -1.98567
61 H -4.45556 -1.62479 -0.91285
62 H -3.14922 1.18654 -0.77261
63 H -4.86788 0.85722 -1.03632
64 H -3.97484 1.86178 -2.18794
65 H -4.54129 -1.40738 -3.93183
66 H -4.82001 0.34412 -4.02079
67 H -5.62911 -0.62182 -2.79030
68 C 2.68926 -1.93021 4.47951
69 C 2.05641 -0.56149 4.64563
70 C 1.70983 -0.26309 6.08962
71 O 2.92720 0.51953 4.23697
72 P 3.80595 0.69552 2.91791
73 S 5.28220 -0.48818 2.68669
74 S 2.71129 0.67511 1.12768
75 O 4.33545 2.17390 3.12534
76 C 3.75959 3.34213 3.76019
77 C 2.29648 3.52729 3.41862
78 C 4.03495 3.28971 5.24906
79 H 1.98702 -2.68890 4.83465
80 H 3.61154 -2.00023 5.05545
81 H 2.93454 -2.13572 3.43719
82 H 1.15785 -0.49640 4.03571
83 H 2.60244 -0.33231 6.71245
84 H 0.97216 -0.97991 6.45430
85 H 1.29619 0.74169 6.18941
86 H 4.32450 4.15922 3.31113
87 H 1.68106 2.76672 3.90304
88 H 2.15999 3.46864 2.33892
89 H 1.96924 4.51132 3.76115
90 H 3.50844 2.45053 5.70336
91 H 3.70050 4.21588 5.72069
92 H 5.10199 3.17192 5.43191

- total charge = +1
- relative energy (zero: lowest compared OMol25 entry of this formula, charge and spin) (kJ/mol) = 82.5
- HOMO (eV) = -9.75
- LUMO level (eV) = -4.154
- DFT total energy (hartree) = -5638.12134
- gap between HOMO and LUMO (eV) = 5.59
- multiplicity = 1


Below is a molecular structure, C45H40AsBF6IN5STl, with properties calculated with wB97M-V/def2-TZVPD.

CARTESIAN COORDINATES (ANGSTROEM)
1 Tl -1.77914 -0.70478 0.78851
2 C -1.34630 -3.83545 2.55955
3 C -0.09759 -3.78679 1.68477
4 N -0.29130 -2.99624 0.46089
5 C -1.14196 -3.67694 -0.53084
6 C -0.60684 -4.97461 -1.13629
7 C 0.98117 -2.57803 -0.13447
8 C 1.91459 -1.73765 0.75557
9 N 1.29616 -0.71542 1.58670
10 C 1.91766 -0.24031 2.59091
11 C 1.17712 0.75061 3.47944
12 F -0.13287 0.32042 3.59735
13 C 1.75641 1.09749 4.87586
14 F 1.02576 0.63841 5.91733
15 C 3.27449 0.95759 4.98014
16 C 3.86358 -0.08420 4.12089
17 F 5.09976 -0.45225 4.42368
18 C 3.27198 -0.58500 3.03308
19 F 3.96140 -1.45725 2.28433
20 H -1.11025 -4.30747 3.51265
21 H -2.14731 -4.41128 2.09605
22 H -1.70553 -2.82554 2.76721
23 H 0.22726 -4.80752 1.45203
24 H 0.70022 -3.31809 2.26099
25 H -1.32117 -2.97182 -1.34088
26 H -2.10441 -3.87859 -0.05519
27 H 0.35882 -4.82811 -1.62010
28 H -1.30830 -5.31866 -1.89645
29 H -0.51212 -5.76418 -0.39083
30 H 0.74660 -2.04244 -1.05725
31 H 1.59147 -3.44783 -0.41121
32 H 2.65724 -1.27423 0.09876
33 H 2.46760 -2.43298 1.38796
34 H 3.62523 0.86058 6.00762
35 I -7.74411 -3.40875 1.81317
36 C -6.69387 -1.97811 0.69572
37 C -7.35431 -1.02723 -0.06513
38 C -6.59292 -0.12023 -0.78790
39 C -5.21255 -0.19741 -0.71216
40 N -4.57895 -1.10704 0.02823
41 C -5.30695 -1.98234 0.71531
42 H -8.43451 -0.99139 -0.09692
43 H -7.06974 0.63497 -1.39707
44 H -4.58160 0.49444 -1.26177
45 H -4.76325 -2.71467 1.30290
46 S 4.24679 3.51610 5.68137
47 C 3.39791 2.45014 4.45148
48 C 4.00617 2.58727 3.10195
49 C 3.30079 2.72360 1.98769
50 N 1.89647 2.71651 1.93997
51 C 1.19647 2.29369 3.13285
52 C 1.85982 2.58697 4.48838
53 C 3.84661 5.10400 4.95266
54 C 4.58017 5.63261 3.90090
55 C 4.15362 6.83484 3.35138
56 N 3.09071 7.50341 3.78418
57 C 2.42676 7.01441 4.82437
58 C 2.76502 5.81935 5.44728
59 H 5.08667 2.56350 3.04826
60 H 3.77689 2.85732 1.02597
61 H 0.16644 2.64432 3.09997
62 H 1.45435 3.38486 5.10030
63 H 5.46865 5.14291 3.53058
64 H 4.69706 7.28173 2.52607
65 H 1.58697 7.60282 5.17682
66 H 2.21529 5.46005 6.30684
67 F -0.11517 3.00854 0.68224
68 B 1.22114 3.00005 0.74355
69 F 1.87626 3.27996 -0.37788
70 C -2.53259 3.11833 -5.59897
71 C -1.37985 3.33554 -4.85831
72 C -0.93168 2.36825 -3.97278
73 C -1.63496 1.17795 -3.81217
74 C -2.78595 0.96277 -4.56078
75 C -3.22641 1.92682 -5.45715
76 As -0.98181 -0.12485 -2.49058
77 C -1.68826 -1.72173 -3.35434
78 C -2.97515 -2.22815 -3.24425
79 C -3.33768 -3.35515 -3.96834
80 C -2.40362 -3.98632 -4.78009
81 C -1.10484 -3.50795 -4.86226
82 C -0.73802 -2.36728 -4.15516
83 C 0.58728 -1.72522 -4.17616
84 C 1.69255 -2.16447 -4.89663
85 C 2.86967 -1.43215 -4.87345
86 C 2.96026 -0.26952 -4.12026
87 C 1.87170 0.16076 -3.37373
88 C 0.68697 -0.55693 -3.40926
89 H -2.88677 3.87548 -6.28598
90 H -0.82760 4.25957 -4.97050
91 H -0.02352 2.54025 -3.41172
92 H -3.34199 0.03965 -4.46160
93 H -4.11359 1.74422 -6.04969
94 H -3.69397 -1.75333 -2.58463
95 H -4.34565 -3.74302 -3.89811
96 H -2.69167 -4.85675 -5.35488
97 H -0.38384 -4.02241 -5.48433
98 H 1.63415 -3.06988 -5.48689
99 H 3.72029 -1.76691 -5.45228
100 H 3.87971 0.30110 -4.11476
101 H 1.94831 1.05868 -2.77034

- total charge = +1
- relative energy (zero: lowest compared OMol25 entry of this formula, charge and spin) (kJ/mol) = 0.0
- HOMO (eV) = -10.77
- LUMO level (eV) = -2.419
- DFT total energy (hartree) = -5740.66690
- gap between HOMO and LUMO (eV) = 8.35
- multiplicity = 1


Below is a molecular structure, C4H6O2, with properties calculated with wB97M-V/def2-TZVPD.

CARTESIAN COORDINATES (ANGSTROEM)
1 O -1.84932 0.58560 -0.02205
2 C -0.80291 -0.29581 -0.38942
3 C 0.28782 0.31559 -1.18248
4 C 0.10481 -0.80422 0.71400
5 C 1.07037 0.07127 1.06155
6 O 1.38943 0.99261 0.18203
7 H -1.51774 1.15570 0.68404
8 H -1.29385 -1.16145 -0.85670
9 H 0.80480 -0.44002 -1.79769
10 H 0.25768 1.31708 -1.55329
11 H 0.01257 -1.79853 1.10487
12 H 1.53633 0.06218 2.05513

- total charge = 0
- relative energy (zero: lowest compared OMol25 entry of this formula, charge and spin) (kJ/mol) = 307.8
- HOMO (eV) = -8.50
- LUMO level (eV) = 0.824
- DFT total energy (hartree) = -306.38907
- gap between HOMO and LUMO (eV) = 9.32
- multiplicity = 1


Below is a gas-phase ion, C4H11NO (charge -1), with properties calculated with wB97M-V/def2-TZVPD.

CARTESIAN COORDINATES (ANGSTROEM)
1 C -1.25956 1.23767 -0.08731
2 C -0.04206 0.58617 0.50367
3 C 1.24646 0.86131 -0.29173
4 N -0.20773 -0.82600 0.82586
5 C -0.23015 -1.68833 -0.29725
6 O 1.12483 -2.04814 -0.39929
7 H -2.18967 0.62220 -0.35787
8 H -1.55150 1.98444 0.63487
9 H -1.18732 1.72287 -1.08660
10 H -0.00469 1.07758 1.53968
11 H 2.21640 0.77374 0.26299
12 H 1.30004 0.22472 -1.21142
13 H 1.31371 1.94555 -0.52974
14 H -0.91376 -1.00753 1.47309
15 H -0.74679 -2.55640 -0.16547
16 H -0.49559 -1.10260 -1.23084
17 H 1.62739 -1.80727 0.41736

- total charge = -1
- ⟨S²⟩ = 0.75
- relative energy (zero: lowest compared OMol25 entry of this formula, charge and spin) (kJ/mol) = 124.3
- HOMO (spin up / spin down) (eV) = 1.41 / -5.34
- LUMO level (spin up / spin down) (eV) = 4.231 / 4.225
- DFT total energy (hartree) = -288.89471
- gap between HOMO and LUMO (spin up / spin down) (eV) = 2.82 / 9.56
- multiplicity = 2